No. 1
Molecular formula: C16H48O15
Method: DFT, ωB97M-V with the def2-TZVPD basis set

Calculated values
F_max in eV/Å: 2.64
Energy relative to the best compared isomer or geometry (same formula, charge and spin) in kJ/mol: 165.38
Energy in eV: -48077.356
Kohn-Sham gap in Ha: 0.3660
SMILES: OCCO.OCCO.OCCO.OCCO.OCCO.OCCO.OCCO.CCO

Geometry as XYZ:
```
79
Properties=species:S:1:pos:R:3:mulliken_charge:R:1
C -4.01 -1.53 0.77 -0.183
H -3.89 -0.42 3.85 0.291
H 1.81 4.24 1.66 0.452
C 1.92 -2.89 -3.29 -0.382
O -3.54 4.45 -3.00 -0.511
H -0.41 -0.83 -1.32 0.210
C 1.59 3.18 1.59 -0.319
H 0.54 3.05 1.35 0.124
H 2.33 -0.91 -0.13 0.024
C 1.64 2.06 -3.96 -0.575
H -1.32 2.37 3.73 0.311
H 2.11 1.28 -1.90 -0.233
H -1.66 0.40 3.00 -0.198
H -2.31 3.55 -4.27 0.330
O 1.68 -4.22 -3.67 -0.548
O -3.14 1.63 -1.59 -0.376
C 0.51 -0.63 0.72 0.751
O 2.62 3.15 -2.14 -0.637
H 4.43 -2.11 1.04 0.135
O 3.02 -1.69 -1.51 -0.421
H -4.05 -0.47 1.02 0.277
H -0.59 0.73 -0.56 -0.164
O 2.36 -2.76 2.49 -0.480
C 1.80 2.42 2.92 -0.121
H 0.76 2.41 -1.94 0.081
H 1.98 1.71 0.35 0.192
H 1.22 3.89 -3.86 0.336
O 1.86 -0.23 0.36 -0.145
H 2.64 2.03 -4.40 0.392
H 4.55 -3.65 0.16 0.188
H -5.07 -3.18 -1.86 0.303
O 5.31 -3.61 2.17 -0.563
H 2.51 -3.58 -1.30 0.073
H -3.98 1.20 3.61 0.277
C 2.90 -2.92 -2.07 -0.130
O 2.35 2.57 0.55 -0.710
H -3.02 -1.97 0.88 0.226
H 2.37 -3.81 0.70 0.084
H -3.76 -1.13 -1.34 0.170
H 1.06 1.18 -4.24 0.271
C -3.44 0.49 4.24 -0.460
H 5.30 -4.52 2.46 0.334
H -1.45 1.90 -2.68 -0.097
H -3.88 2.18 -1.33 0.236
H -1.47 -0.18 4.73 0.288
H -5.40 -1.19 -0.92 0.401
C -4.45 -1.68 -0.69 -0.319
C -1.90 0.56 4.05 0.215
H 3.44 -1.14 -2.19 0.202
H 2.66 3.27 -1.18 0.432
H 3.88 -3.25 -2.41 0.262
H -4.56 -3.23 1.60 0.334
O -4.47 -3.01 -1.13 -0.558
C 1.72 2.16 -2.40 0.617
O -1.30 1.77 4.49 -0.532
O 3.14 2.54 3.30 -0.548
C -2.28 2.51 -2.32 0.189
H 0.16 -0.06 1.58 -0.760
H 1.00 -2.33 -3.16 0.229
H 2.95 -4.60 2.09 0.530
H -4.73 0.55 5.62 0.320
C 2.99 -3.64 1.58 -0.453
C 4.41 -3.20 1.14 -0.053
H 2.93 -2.76 3.26 0.293
H -1.56 -0.65 -0.06 -0.461
O -4.81 -2.30 1.65 -0.618
H 1.54 1.37 2.77 -0.159
H 1.38 -4.68 -2.88 0.318
H -4.23 4.24 -2.36 0.313
O 0.91 3.17 -4.43 -0.538
C -0.55 -0.34 -0.36 0.219
C -3.00 3.25 -3.48 -0.626
H 1.23 2.77 3.79 0.494
H -3.79 2.63 -3.90 0.296
H -1.86 3.19 -1.58 0.265
H 0.49 -1.70 0.92 0.454
H 3.26 2.78 4.22 0.335
H 2.45 -2.52 -4.16 0.340
O -3.78 0.70 5.56 -0.534
```



No. 2
Molecular formula: C8H14ClN2O2
Method: DFT, ωB97M-V with the def2-TZVPD basis set

Calculated values
F_max in eV/Å: 5.67
Net charge: +1
Energy relative to the best compared isomer or geometry (same formula, charge and spin) in kJ/mol: 0.00
Energy in eV: -28110.197
Kohn-Sham gap in Ha: 0.3497
SMILES: COC(=O)[C@@H]1CCC(C)(C)/[N+]1=N\Cl

Geometry as XYZ:
```
27
Properties=species:S:1:pos:R:3:nbo_charge:R:1
H -3.24 0.15 -0.47 0.260
H 0.58 1.82 1.88 0.261
H -2.68 1.07 -2.02 0.253
C -0.34 0.12 -2.07 -0.675
C 3.75 -0.60 1.82 -0.288
H 4.18 0.45 1.81 0.227
C -0.50 -0.06 1.54 -0.383
H 0.61 0.02 -1.90 0.217
H -0.50 0.93 -2.70 0.228
H -2.58 1.83 -0.42 0.245
C -0.62 -0.80 0.21 -0.471
N 0.29 2.69 -0.50 -0.050
H -1.46 -1.52 0.35 0.268
H 4.17 -0.95 0.83 0.211
Cl -0.09 3.27 -1.96 0.319
H -0.05 -0.72 2.22 0.263
H -0.65 -0.78 -2.73 0.268
N -0.03 1.59 -0.07 0.000
O 2.65 1.11 0.10 -0.573
H -1.51 0.41 1.80 0.231
H 3.89 -1.38 2.59 0.234
C -1.01 0.28 -0.78 0.292
H 0.31 -1.20 -0.03 0.229
C 0.44 1.09 1.18 -0.174
C 1.95 0.61 0.95 0.794
C -2.45 0.83 -0.92 -0.691
O 2.31 -0.39 1.69 -0.496
```



No. 3
Molecular formula: C16H27BN2O5
Method: DFT, ωB97M-V with the def2-TZVPD basis set

Calculated values
F_max in eV/Å: 2.06
Net charge: +1
Energy in eV: -30918.442
Kohn-Sham gap (spin up / spin down) in Ha: 0.2210 / 0.2578
⟨S²⟩: 0.754
2S+1: 2

Geometry as XYZ:
```
51
Properties=species:S:1:pos:R:3:lowdin_spin:R:1
H 1.13 -1.92 -4.71 0.000
C -4.22 -2.62 -3.14 0.000
H 4.47 0.53 0.89 0.000
C -5.65 -2.91 -3.50 0.000
C 2.09 0.21 3.38 0.017
O -5.98 -3.97 -3.88 0.000
C 2.85 0.94 2.27 0.028
C -0.18 -1.94 -2.02 0.000
O -6.50 -1.88 -3.42 0.000
H 1.14 1.88 4.38 0.000
H -1.89 -0.20 -3.02 0.000
O 1.53 -1.47 -3.96 0.000
H 4.68 -0.14 2.51 0.000
C 0.85 0.97 3.85 0.001
H 0.30 -2.90 -1.96 0.000
C 3.96 0.05 1.72 -0.001
H 1.79 -0.78 3.02 0.002
C -0.06 1.30 2.68 0.017
N -1.58 -2.17 -2.44 0.000
O 0.49 0.36 -2.87 0.000
C 0.65 2.03 1.53 0.028
H 0.31 0.36 4.58 0.001
H 3.58 -0.91 1.38 -0.001
H -6.25 -1.27 -2.72 0.000
H 2.77 0.04 4.22 0.002
B 0.65 -0.99 -3.02 0.000
H -0.48 0.36 2.29 0.002
H 0.32 4.19 1.36 0.000
C -2.34 -1.17 -2.93 0.000
H -1.17 2.67 0.60 0.000
C -3.44 -3.65 -2.66 0.000
H 2.89 2.83 3.43 0.000
C 3.55 2.18 2.85 0.002
H 0.19 2.57 -0.52 0.000
C -0.29 2.09 0.33 -0.001
H -0.19 -1.50 -1.03 0.000
H -0.63 1.10 0.03 0.000
H 4.01 2.78 2.06 0.001
N 1.92 1.32 1.16 0.390
H -1.51 -4.19 -1.92 0.000
H -3.85 -4.64 -2.56 0.000
H 1.97 3.79 1.71 0.001
O 1.66 0.29 0.41 0.507
C -2.13 -3.40 -2.31 0.000
H 0.76 3.69 2.99 0.000
C -3.66 -1.37 -3.29 0.000
H 4.34 1.87 3.53 0.000
C 0.95 3.50 1.93 0.003
H 1.34 0.73 -2.57 0.000
H -0.90 1.90 3.01 0.002
H -4.24 -0.56 -3.68 0.000
```



No. 4
Molecular formula: C9H18Cl2OSSc
Method: DFT, ωB97M-V with the def2-TZVPD basis set

Calculated values
F_max in eV/Å: 3.65
Net charge: -1
Energy relative to the best compared isomer or geometry (same formula, charge and spin) in kJ/mol: 82.90
Energy in eV: -68253.970
Kohn-Sham gap (spin up / spin down) in Ha: 0.1818 / 0.1480

Geometry as XYZ:
```
32
Properties=species:S:1:pos:R:3:nbo_charge:R:1
H 1.08 0.43 2.28 0.223
H 1.23 3.78 0.99 0.200
C 1.91 1.76 0.63 -0.248
C -1.94 -4.12 0.84 -0.853
C 0.82 0.64 -1.54 -0.436
Cl -3.90 -1.10 2.05 -0.668
H -0.18 1.24 1.15 0.221
H 1.49 -2.60 0.73 0.231
Sc -3.28 -1.48 -0.17 1.024
H -2.61 -4.70 0.13 0.239
H 0.06 -1.42 1.02 0.232
C 1.42 3.12 0.10 -0.386
H 2.15 -0.39 -0.12 0.212
H -1.43 -4.78 1.55 0.224
H -0.65 2.50 -0.31 0.223
H 2.24 3.54 -0.54 0.187
H -2.52 -3.27 1.33 0.195
H 1.65 2.51 -2.35 0.178
H -0.05 3.96 -1.22 0.201
C 0.67 2.14 -2.02 -0.384
H 2.90 1.75 1.12 0.205
Cl -3.33 0.55 -1.29 -0.647
H 0.00 2.20 -2.89 0.214
H 1.38 0.17 -2.37 0.208
C 0.92 0.91 1.23 -0.441
C 1.49 0.46 -0.20 -0.219
H -0.17 0.09 -1.46 0.253
O -1.56 -2.08 -0.72 -1.144
C 0.43 -2.49 1.04 -0.811
S -0.63 -3.30 -0.18 0.773
H 0.24 -3.00 2.01 0.210
C 0.20 2.98 -0.85 -0.415
```



Q: Look up the energy of the first one.
A: -48077.356 eV